[1]
This record from the OMol25 dataset describes C27H32CrN7O as an isolated structure. The level of theory is wB97M-V/def2-TZVPD.

The value obtained for the lowest unoccupied orbital energy (alpha / beta) is 0.094 / 0.094 Ha. The calculation puts the total energy at -2550.979509 Ha. For the energy above the lowest of the compared OMol25 structures with the same formula, charge and spin, the calculation gives 21.5 kJ/mol. Its charge is -1.

Positions of all 68 atoms, in Å:
Cr1 0.192 2.373 0.480
C1 -4.656 -2.435 -0.103
C2 -3.503 -2.953 0.714
C3 -3.485 -4.250 1.191
C4 -2.425 -4.730 1.944
C5 -1.354 -3.895 2.215
C6 -1.349 -2.599 1.735
C7 -2.420 -2.124 0.992
N1 -2.468 -0.803 0.489
C8 -1.494 0.158 0.839
N2 -1.434 0.386 2.163
C9 -0.671 1.266 2.973
C10 0.205 2.222 2.435
C11 0.922 3.011 3.346
C12 0.762 2.852 4.710
C13 -0.117 1.885 5.203
C14 -0.833 1.082 4.354
C15 -1.769 0.028 4.907
N3 -0.778 0.755 -0.080
C16 -0.979 0.325 -1.429
C17 -0.289 -0.808 -1.856
C18 -0.412 -1.270 -3.151
C19 -1.221 -0.585 -4.040
C20 -1.891 0.551 -3.621
C21 -1.787 1.034 -2.320
C22 -2.512 2.279 -1.903
H1 -5.456 -3.169 -0.142
H2 -4.353 -2.218 -1.130
H3 -5.054 -1.516 0.326
H4 -4.321 -4.901 0.976
H5 -2.434 -5.745 2.313
H6 -0.514 -4.253 2.792
H7 -0.503 -1.959 1.936
H8 -2.659 -0.793 -0.504
H9 -2.167 -0.096 2.655
H10 1.615 3.745 2.961
H11 1.327 3.466 5.403
H12 -0.231 1.756 6.272
H13 -1.714 -0.004 5.992
H14 -1.516 -0.970 4.536
H15 -2.813 0.233 4.640
H16 0.358 -1.315 -1.153
H17 0.134 -2.148 -3.466
H18 -1.320 -0.926 -5.062
H19 -2.508 1.092 -4.325
H20 -2.999 2.738 -2.763
H21 -1.826 3.002 -1.449
H22 -3.280 2.054 -1.159
O1 -0.496 3.741 -0.032
C23 5.358 -0.619 -1.859
C24 4.910 0.277 -3.004
C25 3.655 -0.274 -3.669
C26 4.753 1.720 -2.525
N4 3.832 1.902 -1.481
C27 2.440 1.853 -1.492
N5 2.045 2.224 -0.213
N6 3.155 2.496 0.479
N7 4.220 2.325 -0.219
H23 5.533 -1.630 -2.210
H24 4.600 -0.651 -1.087
H25 6.275 -0.253 -1.412
H26 5.700 0.292 -3.760
H27 2.849 -0.380 -2.951
H28 3.853 -1.255 -4.089
H29 3.321 0.372 -4.472
H30 4.477 2.366 -3.376
H31 5.711 2.060 -2.152
H32 1.807 1.610 -2.317

Mulliken atomic charge list, values in e, 2 entries: atom 1 (Cr): -0.137, atom 2 (C): -1.437

[2]
This record from the OMol25 dataset describes a 6-piece molecular cluster, C10H14Cl10F8O overall. The level of theory is wB97M-V/def2-TZVPD.

The value obtained for the lowest unoccupied orbital energy is 0.010 Ha. The calculation puts the total energy at -5865.527697 Ha. The SMILES is FC(F)C(F)(F)COC(F)(F)C(F)F.ClCCl.ClCCl.ClCCl.ClCCl.ClCCl.

Positions of all 43 atoms, in Å:
F1 -19.620 -20.839 -1.193
C1 -19.014 -19.703 -0.780
F2 -18.537 -19.042 -1.856
C2 -19.999 -18.839 0.026
F3 -21.045 -18.445 -0.718
F4 -19.310 -17.718 0.361
C3 -20.499 -19.571 1.259
O1 -19.407 -19.915 2.095
C4 -19.592 -19.818 3.439
F5 -19.772 -18.515 3.764
F6 -20.695 -20.470 3.841
C5 -18.355 -20.392 4.151
F7 -17.249 -19.872 3.586
F8 -18.364 -20.065 5.454
H1 -18.163 -19.904 -0.125
H2 -20.971 -20.493 0.921
H3 -21.176 -18.906 1.797
H4 -18.406 -21.481 4.057
Cl1 -15.449 -19.440 0.707
C6 -14.272 -19.417 2.059
Cl2 -14.573 -18.060 3.156
H5 -14.351 -20.322 2.648
H6 -13.296 -19.271 1.611
Cl3 -13.797 -23.344 -0.049
C7 -13.386 -21.778 -0.733
Cl4 -12.201 -21.874 -2.037
H7 -14.330 -21.451 -1.151
H8 -13.057 -21.148 0.082
Cl5 -16.846 -15.512 1.173
C8 -17.668 -16.310 2.520
Cl6 -17.399 -15.476 4.059
H9 -18.736 -16.400 2.350
H10 -17.308 -17.332 2.612
Cl7 -9.731 -23.127 0.939
C9 -9.443 -21.539 1.621
Cl8 -10.924 -20.573 1.618
H11 -9.015 -21.631 2.613
H12 -8.732 -21.024 0.983
Cl9 -14.723 -22.717 4.353
C10 -14.614 -24.105 3.254
Cl10 -12.951 -24.608 2.954
H13 -15.176 -24.941 3.661
H14 -15.102 -23.844 2.320

Mulliken atomic charge list, values in e, 2 entries: atom 1 (F): -0.295, atom 2 (C): 0.523